Entry 1:
115
Properties=species:S:1:pos:R:3:forces:R:3:mulliken_charge:R:1 method="wB97M-V/def2-TZVPD" total_charge=+1 de_lowest_kj_mol=109.27 homo_energy_ev=-11.50 gap_ev=6.20
C 3.50549 1.73270 -3.04708 -0.7 0.5 -1.4 -1.182
N 4.05807 0.51845 -3.71414 1.0 -0.3 1.5 0.381
C 3.82677 -0.73180 -2.93790 -0.4 0.0 -0.6 -0.923
B 5.43573 0.67759 -4.12425 -0.8 -0.1 -1.4 0.164
O 5.73934 0.95000 -5.45716 0.2 0.6 1.1 -0.517
C 6.70905 0.51167 -3.12165 -2.0 0.2 0.5 -0.147
C 6.55867 0.87687 -1.76424 2.8 -0.8 0.4 0.613
C 7.76377 0.71979 -1.02190 -1.3 0.8 -1.1 0.358
P 7.90057 1.14226 0.77242 0.5 0.1 2.5 0.784
O 6.78592 2.29640 1.09555 1.3 -1.3 -1.8 -0.391
O 9.34206 1.88235 1.00982 -1.6 0.0 -1.3 -0.500
S 7.78131 -0.38410 1.92043 -0.1 0.2 -0.9 -0.327
C 8.90272 0.23267 -1.72834 1.4 0.0 1.7 -0.327
N 8.99767 -0.13781 -2.98590 -1.0 0.5 0.9 -0.954
N 7.84633 0.04052 -3.60022 -0.1 -0.2 -1.2 0.558
H 2.63528 1.46603 -2.41915 0.7 0.0 -0.1 0.358
H 4.24955 2.36280 -2.51706 -0.4 -0.4 0.1 0.501
H 3.08699 2.37378 -3.85467 0.2 -0.2 0.6 0.302
H 2.73027 -0.86444 -2.83885 0.6 0.1 0.2 0.299
H 4.14963 -1.57134 -3.58857 0.0 0.3 0.7 0.291
H 4.31221 -0.74788 -1.94017 -0.2 -0.2 -0.4 0.263
H 5.98539 1.87487 -5.62116 0.2 -0.4 -0.3 0.345
H 5.62597 1.23834 -1.32617 0.3 -0.2 -0.4 -0.509
H 5.99841 2.08467 0.52890 0.1 0.7 0.8 0.346
H 9.39481 2.69693 0.47312 0.2 -0.1 0.4 0.356
H 9.83606 0.14742 -1.14737 -0.4 -0.1 -0.4 0.537
H 7.85163 -0.22579 -4.59022 0.1 0.2 0.2 0.332
Cl 4.06647 2.74518 0.25449 -0.5 0.1 -0.4 -0.304
C 3.89130 3.28796 1.95300 0.1 0.1 0.7 -0.535
C 2.63815 2.73492 2.58198 -0.1 -0.1 0.1 -0.501
Cl 1.16760 3.43722 1.86878 0.1 0.0 -0.3 -0.185
H 3.90444 4.37575 1.96358 -0.1 0.0 -0.2 0.381
H 4.76723 2.93214 2.49418 0.0 -0.1 -0.1 0.391
H 2.62045 2.97435 3.64560 0.0 0.1 0.0 0.359
H 2.58204 1.65248 2.47459 0.0 0.0 0.0 0.371
Cl -0.56666 1.55834 6.30429 0.1 0.0 0.0 -0.202
C -1.56115 2.91398 5.70556 -0.1 0.1 0.1 0.138
C -0.91929 3.61199 4.53190 -0.1 0.1 0.3 0.313
Cl 0.56219 4.50476 5.00317 0.1 0.0 0.1 -0.317
H -1.73753 3.59787 6.53503 0.1 -0.2 -0.1 -0.095
H -2.51903 2.49432 5.40118 0.1 0.0 -0.1 0.275
H -1.60899 4.34437 4.11407 0.0 0.0 0.0 0.349
H -0.65300 2.91398 3.75242 0.2 0.1 0.1 -0.488
Cl -3.38606 -0.93624 1.25201 -0.1 0.0 -0.2 -0.197
C -1.96119 0.03211 0.80918 0.1 0.0 -0.1 -0.172
C -1.43074 0.81916 1.98218 0.2 -0.1 0.0 0.026
Cl -2.54552 2.12122 2.47964 -0.4 -0.3 -0.4 -0.145
H -2.23546 0.68462 -0.01837 -0.1 0.0 0.1 0.104
H -1.20027 -0.66495 0.45658 0.0 0.0 0.1 0.348
H -0.48922 1.29683 1.71178 -0.1 0.0 -0.1 0.079
H -1.25446 0.18077 2.84319 -0.1 0.0 0.0 -0.114
Cl -2.81356 5.55989 7.62636 -0.2 0.1 0.1 -0.223
C -1.37990 6.53728 7.21338 0.2 0.0 -0.1 -0.023
C -0.85947 7.31523 8.39741 0.1 0.0 0.0 -0.473
Cl -1.97640 8.61077 8.89545 0.0 0.0 0.0 -0.190
H -1.64656 7.19547 6.38836 -0.1 0.0 0.1 0.366
H -0.61516 5.84312 6.86238 -0.1 0.1 0.1 -0.083
H 0.08397 7.79374 8.13622 0.0 0.0 -0.1 0.306
H -0.68940 6.66838 9.25605 -0.1 0.0 0.0 0.329
Cl -0.37945 -2.66866 -3.03400 0.1 0.0 0.0 -0.158
C -1.35998 -1.26387 -3.52902 -0.2 0.1 0.0 -0.454
C -0.83677 -0.62109 -4.78871 -0.2 0.0 0.0 -0.229
Cl 0.73909 0.17634 -4.52572 0.1 0.0 0.0 -0.130
H -1.38191 -0.55977 -2.69911 0.1 0.0 0.0 0.232
H -2.37411 -1.62667 -3.69380 0.1 0.0 -0.1 0.307
H -1.52929 0.14945 -5.12649 0.0 0.0 0.1 0.315
H -0.71879 -1.34526 -5.58995 0.1 0.1 0.2 0.081
Cl -3.70002 -0.15371 -8.00065 0.0 0.0 0.0 -0.194
C -4.22164 -1.84743 -8.20086 -0.1 -0.1 0.0 -0.388
C -3.79469 -2.71307 -7.04305 -0.1 -0.1 0.1 0.099
Cl -2.02249 -2.93847 -6.99212 0.0 -0.1 -0.1 -0.252
H -3.82194 -2.21537 -9.14390 0.1 0.0 0.1 0.341
H -5.30924 -1.83825 -8.27147 0.0 0.0 0.1 0.279
H -4.24108 -3.70756 -7.13993 0.5 0.5 0.1 -0.226
H -4.10812 -2.28924 -6.08988 0.1 0.1 -0.1 0.364
Cl -2.54780 -1.58193 4.51975 0.1 0.0 -0.1 -0.174
C -1.52244 -3.03116 4.36861 0.0 -0.2 0.0 -0.488
C -0.04926 -2.71223 4.45862 -0.1 -0.2 0.3 -0.510
Cl 0.53895 -1.79478 3.04379 0.1 0.0 -0.1 -0.154
H -1.76930 -3.52077 3.42773 0.0 0.1 0.0 0.381
H -1.80119 -3.69798 5.18469 0.1 0.1 0.0 0.321
H 0.52495 -3.63738 4.49174 -0.1 0.0 -0.1 0.383
H 0.17923 -2.13434 5.35228 -0.1 0.1 -0.1 0.280
Cl -6.04426 -4.79511 -7.75169 -0.6 -0.4 -0.2 -0.189
C -5.90725 -6.56615 -7.57447 0.1 -0.3 0.1 -0.464
C -5.47168 -7.23459 -8.85617 0.1 0.0 0.0 -0.421
Cl -6.72555 -7.14924 -10.11660 0.0 0.0 0.0 -0.170
H -6.86757 -6.94540 -7.23133 0.0 0.1 -0.1 0.368
H -5.16954 -6.74991 -6.79348 0.0 0.0 -0.1 0.271
H -5.27837 -8.29083 -8.67171 0.0 0.0 0.1 0.298
H -4.56346 -6.78429 -9.25281 -0.1 0.0 0.0 0.308
Cl -2.44429 -2.25223 7.90338 0.0 -0.1 0.1 -0.179
C -4.06219 -1.61361 7.51693 -0.2 0.1 0.0 -0.332
C -5.05814 -1.88214 8.61939 0.0 0.1 0.0 -0.485
Cl -5.44239 -3.61541 8.76954 0.0 0.0 0.0 -0.191
H -4.38150 -2.05111 6.57426 0.0 -0.1 0.1 0.307
H -3.95152 -0.53864 7.37324 0.0 0.0 0.1 0.240
H -5.99391 -1.36797 8.40227 0.0 0.0 -0.1 0.323
H -4.69154 -1.53355 9.58305 0.0 -0.1 0.0 0.335
Cl -4.40708 5.06929 1.26017 0.0 0.0 0.0 -0.152
C -4.73303 5.07706 -0.49172 0.0 0.1 -0.1 -0.469
C -5.44461 3.82623 -0.94921 -0.1 0.1 -0.1 -0.530
Cl -4.40637 2.38148 -0.84496 0.0 0.0 0.0 -0.102
H -3.78543 5.21002 -1.01035 0.0 -0.1 0.1 0.306
H -5.35686 5.94780 -0.69238 0.0 -0.1 0.0 0.322
H -5.73615 3.93054 -1.99387 0.1 0.0 0.0 0.307
H -6.34064 3.63918 -0.36068 0.1 0.0 0.1 0.333
Cl -0.58589 -6.76735 -0.12014 0.0 0.0 0.0 -0.183
C 0.33934 -6.03622 -1.45408 0.0 0.0 -0.1 -0.052
C 1.82948 -6.10357 -1.22101 0.0 -0.1 -0.1 -0.454
Cl 2.34975 -5.05003 0.12025 0.0 0.0 0.0 -0.173
H 0.00055 -5.00905 -1.57671 0.0 -0.1 0.1 -0.063
H 0.08303 -6.58987 -2.35724 0.1 0.0 0.0 0.328
H 2.35652 -5.76382 -2.11232 -0.1 0.0 0.0 0.285
H 2.15334 -7.11828 -0.99780 -0.1 0.1 0.1 0.351

=====

Entry 2:
8
Properties=species:S:1:pos:R:3:forces:R:3:mulliken_charge:R:1 method="wB97M-V/def2-TZVPD" total_charge=+1 de_lowest_kj_mol=206.96 homo_energy_ev=-12.41 gap_ev=7.87
H -1.94168 0.84516 -1.62750 0.3 -0.6 -0.5 0.321
C -1.42682 0.10284 -1.01125 0.9 1.7 0.8 0.100
C -1.75857 -0.47147 0.11202 0.7 -0.3 0.2 -1.038
H -2.79016 -0.47523 0.46422 0.0 -0.2 -0.7 0.335
O 0.10767 0.51514 -1.34577 -1.8 -0.4 0.1 -0.245
O 1.08875 -0.24542 -0.64418 0.1 -0.5 -0.2 -0.464
H 1.27648 -1.02136 -1.18890 -0.1 0.0 -0.4 0.347
Ba 0.27137 -0.14540 1.65404 -0.2 0.2 0.7 1.644